No. 1
Entry from the Open Molecules 2025 dataset: 3 unconnected molecules or ions with the total composition C22H40FN3O10 (ωB97M-V with the def2-TZVPD basis set).

Kohn-Sham gap, eV: 9.45
E_tot, eV: -51121.29754
HOMO energy, eV: -9.22
Structure (SMILES): CC(=O)OC(=O)C[C@](C#N)(CCN)[C@@](F)(C#N)COCOCCO.COCCOC.COCCOC
Max |F|, hartree/bohr: 0.014

```
! RIJCOSX wB97M-V def2-TZVPD def2/J DEFGRID3
* xyz 0 1
C -2.58020 -2.08392 -2.16489
C -1.94524 -0.73648 -2.25785
O -2.48224 0.28247 -2.55815
O -0.55389 -0.80280 -2.04000
C 0.07721 0.26142 -1.48099
O -0.47839 1.12528 -0.85273
C 1.57714 0.18294 -1.66348
C 2.11369 0.95162 -2.89001
C 1.37278 0.50174 -4.08633
N 0.77899 0.15255 -5.00621
C 3.60958 0.64544 -3.15465
C 3.98647 -0.82448 -3.00174
N 5.19999 -1.08725 -3.77921
C 1.92962 2.51147 -2.74071
F 2.85330 3.13235 -3.59025
C 0.59369 2.98183 -3.17003
N -0.42735 3.41328 -3.47264
C 2.14280 3.05117 -1.32915
O 3.32311 2.49091 -0.77671
C 3.67151 3.07998 0.47159
O 4.32063 2.14010 1.24179
C 3.52847 1.36008 2.11332
C 4.13682 1.34472 3.54058
O 5.00975 2.43083 3.78684
H -2.67058 -2.47677 -3.17886
H -1.95913 -2.77408 -1.59725
H -3.56436 -1.97247 -1.72066
H 2.01802 0.58148 -0.75426
H 1.85556 -0.86517 -1.73224
H 4.22724 1.25909 -2.50250
H 3.85220 0.93676 -4.17580
H 4.12546 -1.04650 -1.93623
H 3.19718 -1.47590 -3.38065
H 5.98643 -0.59928 -3.36722
H 5.41667 -2.07563 -3.76716
H 2.24614 4.13628 -1.42632
H 1.27752 2.81984 -0.70453
H 4.35035 3.91976 0.29781
H 2.76285 3.44615 0.96336
H 3.49182 0.33504 1.73310
H 2.50193 1.72904 2.16458
H 3.34054 1.44551 4.27663
H 4.63954 0.39163 3.71984
H 5.85758 2.25170 3.37110
C -6.43434 2.16564 0.07195
O -6.38690 1.82235 1.44673
C -6.36463 0.42673 1.68331
C -4.96644 -0.07154 1.97409
O -4.11450 0.07456 0.85026
C -3.24436 1.19335 0.93307
H -6.24693 3.23501 -0.00280
H -5.67500 1.63237 -0.50419
H -7.42352 1.95094 -0.34660
H -6.78287 -0.11562 0.82931
H -6.99980 0.22828 2.55267
H -5.01499 -1.13881 2.21797
H -4.55191 0.45510 2.83924
H -2.44248 0.99616 1.65555
H -3.77518 2.10147 1.22731
H -2.80120 1.34269 -0.04656
C -2.02460 -2.21559 1.20648
O -0.99478 -3.08875 0.76590
C 0.27655 -2.78544 1.31056
C 0.63157 -3.69252 2.46772
O -0.23065 -3.49792 3.57504
C -1.24996 -4.47551 3.68105
H -2.97429 -2.63499 0.88104
H -2.03300 -2.11531 2.29469
H -1.91069 -1.22649 0.75471
H 0.31602 -1.73858 1.63174
H 1.01697 -2.92379 0.51470
H 1.64879 -3.46135 2.79950
H 0.61045 -4.73741 2.14301
H -0.83678 -5.43178 4.01946
H -1.76703 -4.62360 2.73018
H -1.96469 -4.12136 4.42178
*
```

***

No. 2
Entry from the Open Molecules 2025 dataset: a single C5H8O4 molecule (ωB97M-V with the def2-TZVPD basis set).

Kohn-Sham gap, eV: 10.30
E_tot, eV: -13504.09179
HOMO energy, eV: -9.65
Structure (SMILES): C=C(C)C(O)(O)C(=O)O
Max |F|, hartree/bohr: 0.060
Energy above the lowest of the compared OMol25 structures with the same formula, charge and spin, kJ/mol: 95.64

```
! RIJCOSX wB97M-V def2-TZVPD def2/J DEFGRID3
* xyz 0 1
C 0.55609 -0.30531 1.39792
C -1.16128 1.35882 -0.56186
C 0.99415 -0.07350 -0.03109
C -0.55507 -0.00553 -0.55546
C -1.10107 -1.08887 -1.08263
O 0.30951 -1.57488 1.71154
O 0.55753 0.62041 2.19465
O 1.71350 -1.12381 -0.54604
O 1.63386 1.13814 -0.15633
H 0.04772 -1.63337 2.64561
H 1.61608 1.55221 0.72935
H 1.97724 -0.89235 -1.44620
H -2.17026 1.32540 -0.96547
H -1.19043 1.76509 0.44861
H -0.56254 2.03577 -1.17091
H -2.06129 -1.05415 -1.57260
H -0.60374 -2.04406 -1.03908
*
```

***

No. 3
Entry from the Open Molecules 2025 dataset: 4 unconnected molecules or ions with the total composition C24H22FO9PS (ωB97M-V with the def2-TZVPD basis set).

Kohn-Sham gap, eV: 6.78
E_tot, eV: -66509.42159
HOMO energy, eV: -8.58
Structure (SMILES): C[C@@H](F)C[C@@]1([PH2]=S)COC(=O)O1.O=C1C=CC(=O)C=C1.O=C1C=CC(=O)C=C1.O=C1C=CC(=O)C=C1
Max |F|, hartree/bohr: 0.102

```
! RIJCOSX wB97M-V def2-TZVPD def2/J DEFGRID3
* xyz 0 1
C -1.90840 -1.87501 -2.11816
C -0.37560 -2.09153 -2.07611
F 0.29580 -0.96425 -2.54744
C 0.03198 -2.42064 -0.62737
C 1.52780 -2.19217 -0.30619
P 1.98737 -0.41030 -0.01866
S 1.71759 0.17270 1.83920
C 1.76871 -3.08653 0.96472
O 2.71040 -4.10257 0.55793
C 2.58620 -4.10197 -0.81021
O 2.57158 -5.01190 -1.48715
O 2.49733 -2.78402 -1.19017
H -2.34050 -2.25501 -3.04744
H -2.33770 -2.37929 -1.24417
H -2.09700 -0.79962 -2.00402
H -0.11078 -2.91189 -2.75414
H -0.28046 -3.45461 -0.44433
H -0.52334 -1.73725 0.03806
H 3.32230 -0.15762 -0.35799
H 1.20283 0.43525 -0.83364
H 0.87450 -3.62566 1.30863
H 2.09018 -2.57732 1.88183
C -2.09860 4.86185 1.56035
C -2.45057 3.57981 1.62083
C -1.86805 2.58091 0.69472
O -2.19025 1.40859 0.74410
C -0.87940 3.06213 -0.29737
C -0.52705 4.34278 -0.35902
C -1.10986 5.34472 0.56744
O -0.78729 6.51301 0.51296
H -2.51370 5.60665 2.22725
H -3.16677 3.21332 2.33686
H -0.46509 2.31607 -0.96459
H 0.19319 4.71198 -1.07814
C -6.38340 0.43156 0.85250
C -5.59418 1.48277 1.06012
C -6.02826 2.61041 1.91947
O -5.31188 3.57414 2.11090
C -7.37231 2.52128 2.53911
C -8.16096 1.47012 2.33108
C -7.72777 0.34146 1.47136
O -8.44555 -0.61782 1.28312
H -6.08475 -0.40111 0.22841
H -4.60979 1.56237 0.61765
H -7.67038 3.35400 3.16359
H -9.14535 1.38796 2.77418
C 8.38955 -0.91751 -0.68025
C 7.33927 -0.49324 0.01795
C 5.96888 -0.95333 -0.30194
O 5.01019 -0.56091 0.33887
C 5.80815 -1.90391 -1.42648
C 6.85778 -2.32893 -2.12570
C 8.23205 -1.86978 -1.80701
O 9.18910 -2.25746 -2.44180
H 9.39894 -0.59262 -0.46238
H 7.43423 0.20055 0.84367
H 4.79849 -2.22794 -1.64382
H 6.76059 -3.02267 -2.95115
*
```

***

No. 4
Entry from the Open Molecules 2025 dataset: 10 unconnected molecules or ions with the total composition C34H48N2O30S5 (ωB97M-V with the def2-TZVPD basis set).

Kohn-Sham gap, eV: 8.98
E_tot, eV: -154607.31692
HOMO energy, eV: -10.24
Structure (SMILES): O=[N+]([O-])c1ccccc1.O=[N+]([O-])c1ccccc1.O=S1(=O)OCCO1.O=S1(=O)OCCO1.O=S1(=O)OCCO1.O=S1(=O)OCCO1.O=S1(=O)OCCO1.O=C1CCCO1.O=C1CCCO1.O=C1CCCO1
Max |F|, hartree/bohr: 0.042
Energy above the lowest of the compared OMol25 structures with the same formula, charge and spin, kJ/mol: 0.00

```
! RIJCOSX wB97M-V def2-TZVPD def2/J DEFGRID3
* xyz 0 1
C -0.36320 -6.25139 2.48300
C -0.62368 -4.76286 2.82418
O -1.99706 -4.53368 2.59858
S -2.42282 -5.43749 1.28176
O -1.89481 -4.87248 0.06019
O -3.82293 -5.71326 1.32970
O -1.51573 -6.67501 1.78190
H -0.33824 -6.84511 3.39627
H 0.59156 -6.39796 1.97835
H -0.02194 -4.00900 2.31668
H -0.40408 -4.71600 3.89218
C 1.33191 5.45189 0.68678
C 1.15750 5.63001 -0.84321
O 2.49375 5.45654 -1.31763
S 3.10278 4.14795 -0.56454
O 4.53332 4.23719 -0.41355
O 2.53142 2.93734 -1.11534
O 2.39136 4.49226 0.84783
H 0.38363 5.15035 1.12896
H 1.72477 6.29774 1.24910
H 0.80990 6.61112 -1.14642
H 0.56751 4.81005 -1.25492
C 4.77391 -1.14309 -0.04351
C 5.14960 0.26641 0.37099
O 6.56115 0.15890 0.57553
S 7.24900 -0.97189 -0.35992
O 7.91517 -1.89288 0.51158
O 7.99703 -0.35930 -1.42494
O 5.84161 -1.62162 -0.84257
H 3.83430 -1.18412 -0.59253
H 4.70721 -1.86003 0.78120
H 4.53271 0.60480 1.19967
H 4.98588 1.01950 -0.40420
C 1.61098 2.03614 -6.42699
C 1.40440 1.46771 -7.83704
O 0.48325 0.40996 -7.61927
S -0.64597 0.91840 -6.57790
O -1.07565 -0.19238 -5.78230
O -1.67539 1.71847 -7.19701
O 0.39436 1.82663 -5.70465
H 1.79769 3.11146 -6.39982
H 2.54700 1.65244 -6.01453
H 2.34018 1.07404 -8.22115
H 1.00639 2.22237 -8.51671
C 2.38664 0.70882 4.18970
C 2.83965 1.98521 3.49300
O 3.41706 2.82887 4.47434
S 3.01929 2.33402 5.96412
O 2.36711 3.39555 6.63758
O 4.18974 1.73873 6.53616
O 1.97334 1.19615 5.49181
H 3.06871 -0.12994 4.33037
H 1.49358 0.35178 3.68552
H 1.91456 2.37267 3.05907
H 3.59226 1.91324 2.71152
C -4.19163 1.17540 -1.55230
C -2.81563 1.13389 -1.40425
C -1.97973 2.09931 -1.98629
C -2.57494 3.10958 -2.71725
C -3.95765 3.20617 -2.82754
C -4.76555 2.23712 -2.25492
N -1.79427 4.11082 -3.44914
O -2.36919 4.95467 -4.09286
O -0.58137 4.08237 -3.34499
H -4.81294 0.40435 -1.11881
H -2.37957 0.32925 -0.82726
H -0.91995 2.07096 -1.78541
H -4.35699 4.01097 -3.42768
H -5.83723 2.36436 -2.31840
C -0.69201 -1.35597 -2.77348
C 0.21092 -0.31785 -2.67596
C 0.76557 -0.06537 -1.40939
C 0.35782 -0.81968 -0.32703
C -0.59291 -1.82055 -0.44361
C -1.12982 -2.10963 -1.68853
N 0.94183 -0.49945 0.97536
O 2.04349 0.00003 1.03598
O 0.21237 -0.67354 1.93568
H -1.28309 -1.55948 -3.66022
H 0.49254 0.25634 -3.54555
H 1.54098 0.68936 -1.36218
H -0.90385 -2.39254 0.42036
H -1.91223 -2.84013 -1.81167
O -0.10764 4.23190 3.73861
C -0.99190 3.60143 3.22692
O -1.91706 4.19548 2.44885
C -2.86965 3.21429 1.95628
C -2.20778 1.87921 2.26922
C -1.43834 2.19320 3.55268
H -3.12906 3.51373 0.94012
H -3.84336 3.27338 2.45317
H -1.70430 1.44230 1.40801
H -3.01282 1.19541 2.55112
H -0.66729 1.44927 3.71451
H -2.18328 2.29650 4.34013
O 0.19666 -5.49667 -3.68351
C -0.87975 -5.50236 -4.21390
O -0.94995 -5.59039 -5.54503
C -2.27101 -5.70548 -6.03703
C -3.21656 -5.43095 -4.83073
C -2.26260 -5.39299 -3.62962
H -2.47778 -6.68589 -6.46186
H -2.46011 -4.92483 -6.77154
H -4.01803 -6.14459 -4.65859
H -3.66611 -4.43959 -4.87472
H -2.41067 -6.23882 -2.95662
H -2.42916 -4.48693 -3.05569
O -2.74367 1.28761 6.37906
C -2.14485 0.25379 6.33479
O -2.03546 -0.43737 5.18952
C -1.32876 -1.67328 5.35350
C -0.60674 -1.51765 6.70461
C -1.41652 -0.47820 7.46340
H -0.65291 -1.83276 4.51884
H -2.06280 -2.47011 5.47926
H 0.43604 -1.22348 6.58879
H -0.59981 -2.51277 7.15309
H -0.77910 0.28372 7.91130
H -2.07447 -0.87206 8.23340
*
```

***

No. 5
Entry from the Open Molecules 2025 dataset: 2 unconnected molecules or ions with the total composition C7H18ClNSi (ωB97M-V with the def2-TZVPD basis set).

Kohn-Sham gap (spin up / spin down), eV: 8.35 / 6.44
E_tot, eV: -29436.63750
HOMO energy (spin up / spin down), eV: -8.29 / -6.34
Max |F|, hartree/bohr: 0.082
Energy above the lowest of the compared OMol25 structures with the same formula, charge and spin, kJ/mol: 534.81

```
! RIJCOSX wB97M-V def2-TZVPD def2/J DEFGRID3
* xyz 0 1
C -3.56259 -1.12652 -1.19339
C -3.52909 -0.63246 1.22848
C -1.69428 0.34180 -0.19003
C 2.88469 2.20194 0.38865
C 4.59643 1.28577 -0.81458
C -1.64688 -2.02791 0.33789
C -2.56049 -0.87668 0.04920
N 3.60365 0.92869 0.15399
Si 2.71650 -0.59735 0.32414
Cl 4.05750 -1.97688 0.02894
H -4.04493 -0.16396 -1.22762
H -4.17256 -2.00352 -1.04051
H -3.09878 -1.39732 -2.04884
H -2.83129 -0.30171 1.97831
H -4.16342 0.19869 1.08780
H -3.92653 -1.62110 1.34344
H -0.80146 0.24576 -0.92247
H -2.28335 1.25937 -0.62742
H -1.14467 0.50536 0.70830
H 3.62036 2.62392 1.10942
H 2.62714 2.89920 -0.43929
H 2.04315 1.92609 0.99939
H 5.28654 0.43764 -1.05693
H 4.03471 1.87096 -1.74746
H 5.31757 1.94312 -0.23901
H -1.97929 -2.75731 0.92363
H -1.05341 -2.29621 -0.41791
H 1.70477 -0.88937 1.30389
*
```

***

No. 6
Entry from the Open Molecules 2025 dataset: 2 unconnected molecules or ions with the total composition C4H9N3O (ωB97M-V with the def2-TZVPD basis set).

Kohn-Sham gap, eV: 9.61
E_tot, eV: -10808.18658
HOMO energy, eV: -8.78
Structure (SMILES): C=CN=C=N.CNO
Max |F|, hartree/bohr: 0.026
Energy above the lowest of the compared OMol25 structures with the same formula, charge and spin, kJ/mol: 412.49

```
! RIJCOSX wB97M-V def2-TZVPD def2/J DEFGRID3
* xyz 0 1
C -2.26280 -0.67062 0.87385
N -1.47569 0.39670 0.29275
N 1.19129 0.18884 -0.28251
C 0.39604 -0.41336 -0.98607
C 2.55736 0.12206 -0.17429
C 3.23554 0.76117 0.77030
O -2.23585 1.12603 -0.66734
N -0.28942 -0.77482 -1.92249
H -1.76583 0.98748 -1.50563
H -1.08621 1.05738 0.99275
H -1.03663 -1.44139 -1.88126
H 3.06633 -0.55452 -0.85882
H -2.53303 -1.36733 0.08090
H -1.63517 -1.17985 1.60331
H -3.18000 -0.32297 1.36202
H 2.75436 1.44394 1.44594
H 4.29973 0.64127 0.85658
*
```